Record 1
A cluster of 2 separate species, C3H12N2OS in total in a non-equilibrium geometry. Source: the OMol25 dataset; level of theory: ωB97M-V/def2-TZVPD.

Results
HOMO level	-8.9	eV
structure (SMILES)	NC[C@@H](N)CS.O
gap between HOMO and LUMO	9.62	eV
lowest unoccupied orbital energy	0.70	eV

Last column: Mulliken charge in e.
Element x y z (Å)
N -1.865 -0.368 -1.629  -0.6405
C -0.692 0.331 -1.049  0.2407
C -1.051 0.938 0.309  -0.9826
S -2.225 2.275 0.211  -0.2055
C 0.407 -0.675 -0.845  -0.6784
N 0.880 -1.196 -2.115  -0.5167
H -2.709 0.018 -1.220  0.2328
H -1.867 -0.273 -2.631  0.2326
H -0.350 1.059 -1.776  0.3450
H -1.534 0.125 0.851  0.4194
H -0.125 1.208 0.799  0.3811
H -1.554 3.055 -0.648  0.1150
H 0.022 -1.501 -0.267  0.4329
H 1.246 -0.200 -0.308  0.2654
H 1.423 -0.535 -2.639  0.1769
H 1.270 -2.113 -2.067  0.1823
H 2.937 -1.101 4.338  0.3177
H 3.272 -0.313 5.556  0.3202
O 2.514 -0.735 5.131  -0.6381

Forces on atoms 1 to 3 (eV/Å):
0.40 0.21 0.83
-1.02 -0.79 -0.25
0.42 -0.53 -1.02

---

Record 2
A cluster of 2 separate species, C3H12N2OS in total in a non-equilibrium geometry. Source: the OMol25 dataset; level of theory: ωB97M-V/def2-TZVPD.

Results
HOMO level	-9.3	eV
structure (SMILES)	NC[C@H](N)CS.O
gap between HOMO and LUMO	9.89	eV
lowest unoccupied orbital energy	0.57	eV

Last column: Mulliken charge in e.
Element x y z (Å)
N 0.008 1.078 0.511  -0.7725
C 0.300 -0.320 0.922  0.4790
C 1.507 -0.916 0.130  -0.8681
S 2.815 0.181 -0.491  -0.2153
C -0.935 -1.261 0.672  -0.8072
N -2.208 -0.603 0.242  -0.6502
H 0.872 1.501 0.177  0.1262
H -0.177 1.590 1.367  0.2171
H 0.495 -0.331 1.979  0.4854
H 1.123 -1.502 -0.698  0.3539
H 2.067 -1.555 0.812  0.3591
H 2.078 0.995 -1.253  0.0793
H -0.733 -1.995 -0.102  0.3325
H -1.179 -1.724 1.622  0.3359
H -2.699 -0.288 1.076  0.2710
H -1.984 0.277 -0.216  0.2627
H -0.394 1.280 -1.534  0.3700
H -0.235 2.172 -2.784  0.3091
O -0.720 1.420 -2.434  -0.6680

Forces on atoms 1 to 3 (eV/Å):
0.44 -0.31 0.29
-0.15 0.13 -1.39
-0.23 0.34 0.36

---

Record 3
A cluster of 2 separate species, C3H12N2OS in total in a non-equilibrium geometry. Source: the OMol25 dataset; level of theory: ωB97M-V/def2-TZVPD.

Results
HOMO level	-9.2	eV
structure (SMILES)	NC[C@@H](N)CS.O
gap between HOMO and LUMO	9.96	eV
lowest unoccupied orbital energy	0.78	eV

Last column: Mulliken charge in e.
Element x y z (Å)
N -0.021 1.375 0.265  -0.6742
C -0.157 -0.047 -0.135  0.5803
C -1.580 -0.293 -0.534  -0.8540
S -2.789 -0.312 0.853  -0.2377
C 0.873 -0.456 -1.173  -0.8280
N 2.075 -1.056 -0.611  -0.5306
H 0.776 1.868 -0.083  0.2085
H -3.048 -1.642 0.903  0.1274
H 0.023 1.443 1.274  0.2632
H 0.126 -0.615 0.760  0.1661
H -1.664 -1.297 -0.944  0.3753
H -1.938 0.422 -1.266  0.3204
H 0.343 -1.099 -1.892  0.3412
H 1.222 0.402 -1.748  0.4502
H 1.926 -1.873 -0.054  0.1612
H 2.803 -1.182 -1.293  0.2211
H 3.283 1.671 1.204  0.3112
H 2.994 0.709 -0.020  0.3197
O 3.681 1.207 0.456  -0.7214

Forces on atoms 1 to 3 (eV/Å):
-0.51 -0.16 0.56
1.32 1.19 1.23
-0.74 -1.26 0.12

---

Record 4
A cluster of 2 separate species, C3H12N2OS2 in total in a non-equilibrium geometry. Source: the OMol25 dataset; level of theory: ωB97M-V/def2-TZVPD.

Results
HOMO level (spin up / spin down)	0.6 / -4.7	eV
net charge	-1
gap between HOMO and LUMO (spin up / spin down)	2.48 / 7.80	eV
spin multiplicity	2
lowest unoccupied orbital energy (spin up / spin down)	3.08 / 3.06	eV

Last column: Mulliken charge in e.
Element x y z (Å)
S 2.495 2.128 1.118  -0.4044
S 2.238 0.200 1.784  -0.6279
C 1.529 -0.669 0.353  -1.0073
C 0.029 -0.902 0.456  0.4319
C -0.410 -1.871 -0.661  -0.7735
N -1.793 -2.276 -0.463  -0.4924
N -0.681 0.371 0.418  -0.5899
H 3.806 2.096 0.806  0.0875
H 2.044 -1.626 0.216  0.2289
H 1.777 -0.064 -0.532  0.3993
H -0.195 -1.369 1.424  0.1968
H 0.357 -2.654 -0.751  0.2913
H -0.409 -1.258 -1.561  0.3604
H -1.936 -2.784 0.395  0.2165
H -2.135 -2.805 -1.249  0.2029
H -0.801 0.677 -0.536  0.2348
H -1.608 0.256 0.799  0.2702
H -1.868 3.827 -0.149  0.3299
H -0.825 4.155 -1.148  0.3412
O -1.613 4.568 -0.717  -0.6963

Forces on atoms 1 to 3 (eV/Å):
0.26 2.21 -0.88
-0.27 -2.42 1.01
0.35 0.11 -0.26

---

Record 5
A cluster of 2 separate species, C3H12N3 in total in a non-equilibrium geometry. Source: the OMol25 dataset; level of theory: ωB97M-V/def2-TZVPD.

Results
HOMO level	-12.5	eV
net charge	+1
gap between HOMO and LUMO	9.18	eV
lowest unoccupied orbital energy	-3.37	eV

Last column: Mulliken charge in e.
Element x y z (Å)
C 1.842 0.596 1.004  -0.8143
C 0.500 1.278 1.030  -0.4947
C -0.953 0.234 -0.057  -0.5062
N -0.639 0.506 -1.478  -0.2595
N -1.298 -1.130 0.171  -0.0443
N -0.479 -1.909 -0.641  -0.6438
H 1.729 -0.507 1.156  0.2316
H 2.394 0.720 0.006  0.2460
H 2.598 1.094 1.807  0.3038
H 0.545 2.319 0.676  0.3965
H -0.199 1.027 1.826  0.3204
H -1.817 0.868 0.359  0.4127
H -1.543 0.372 -2.133  0.3820
H -0.052 1.309 -1.661  0.3629
H -1.836 -1.448 0.947  0.2015
H 0.016 -0.282 -1.633  0.4058
H -1.032 -2.466 -1.283  0.2373
H 0.225 -2.583 -0.095  0.2621

Forces on atoms 1 to 3 (eV/Å):
1.99 0.29 0.34
-1.89 -2.39 -1.89
-0.50 3.53 3.71

---

Record 6
The ion C3H12N3 with charge +1 in a non-equilibrium geometry. Source: the OMol25 dataset; level of theory: ωB97M-V/def2-TZVPD.

Results
HOMO level	-14.9	eV
structure (SMILES)	C[N+](C)(C)NN
net charge	+1
gap between HOMO and LUMO	12.02	eV
lowest unoccupied orbital energy	-2.92	eV

Last column: Mulliken charge in e.
Element x y z (Å)
C -1.012 -1.080 -0.651  -0.7867
C -0.686 0.260 1.398  -1.0371
C -0.218 1.092 -0.874  -0.8900
N 2.054 0.177 -0.652  -0.4736
N 1.172 -0.574 0.160  -0.3899
N -0.162 -0.043 0.062  0.3567
H -0.686 -2.023 -0.443  0.3341
H -2.140 -1.079 -0.475  0.3152
H -0.844 -0.886 -1.788  0.3968
H -1.695 0.628 1.259  0.4280
H -0.641 -0.676 2.061  0.3779
H -0.003 1.043 1.801  0.4308
H -0.112 2.077 -0.292  0.3548
H 0.656 1.090 -1.520  0.4481
H -1.140 1.120 -1.504  0.3719
H 2.825 -0.397 -1.039  0.2641
H 2.500 0.848 -0.090  0.2223
H 1.342 -0.635 1.243  0.2767

Forces on atoms 1 to 3 (eV/Å):
-1.77 1.52 -2.87
0.74 -0.27 1.30
-0.70 3.83 0.17

---

Record 7
A cluster of 2 separate species, C3H12N3 in total in a non-equilibrium geometry. Source: the OMol25 dataset; level of theory: ωB97M-V/def2-TZVPD.

Results
HOMO level	-13.5	eV
net charge	+1
gap between HOMO and LUMO	10.35	eV
lowest unoccupied orbital energy	-3.16	eV

Last column: Mulliken charge in e.
Element x y z (Å)
C -0.022 -0.817 1.413  -1.4199
C -1.686 0.996 1.235  -1.1257
C -0.768 0.120 0.532  0.9805
N 2.120 0.378 -0.677  -0.7714
N -0.431 0.072 -0.733  0.2389
N -0.910 0.779 -1.770  -0.7696
H 0.664 -1.537 0.868  0.3185
H -0.771 -1.320 2.106  0.3650
H 0.592 -0.140 2.003  0.4078
H -2.120 1.770 0.581  0.3634
H -1.081 1.287 2.046  0.3244
H -2.470 0.495 1.866  0.3392
H 2.681 0.289 -1.471  0.2503
H 2.494 -0.009 0.146  0.2806
H 0.709 -0.124 -0.780  0.4566
H -1.860 1.273 -1.616  0.2600
H -0.660 0.282 -2.534  0.2222
H 2.103 1.320 -0.343  0.2792

Forces on atoms 1 to 3 (eV/Å):
0.34 -0.72 0.25
-2.15 -0.27 -0.60
0.31 -1.76 -1.97

---

Record 8
A cluster of 2 separate species, C3H12N3O in total in a non-equilibrium geometry. Source: the OMol25 dataset; level of theory: ωB97M-V/def2-TZVPD.

Results
HOMO level	-14.1	eV
net charge	+1
gap between HOMO and LUMO	11.05	eV
lowest unoccupied orbital energy	-3.03	eV

Last column: Mulliken charge in e.
Element x y z (Å)
C 0.247 1.454 0.523  -0.9063
C -1.696 0.054 0.775  0.6783
N -2.343 -1.160 0.502  -0.3865
N -0.407 0.160 0.487  -0.0357
N -2.497 1.066 1.495  -0.3827
H -1.732 -1.747 -0.070  0.2266
H -2.970 -1.635 1.069  0.2342
H 0.247 -0.478 0.049  0.1979
H -2.248 2.016 1.326  0.2063
H -3.422 0.836 1.674  0.2310
H 0.743 1.811 -0.320  0.2927
H 1.071 1.377 1.260  0.3619
H -0.390 2.217 0.941  0.2748
C 2.855 -1.237 -1.526  -0.4941
O 1.603 -0.633 -1.593  -0.5189
H 1.425 0.097 -2.156  0.2974
H 2.877 -1.901 -2.422  0.2321
H 3.589 -0.385 -1.420  0.2588
H 3.049 -1.911 -0.593  0.2324

Forces on atoms 1 to 3 (eV/Å):
0.68 0.19 3.32
-3.07 -0.79 1.98
3.66 2.62 -1.76

---

Calculated values (kJ/mol) of energy above the lowest of the compared OMol25 structures with the same formula, charge and spin for the records, taken in order: 48.5; 67.6; 51.7; 0.0; 473.4; 424.8; 265.9; 248.6.
Calculated values (eV) of electronic energy for the records, taken in order: -19168.238; -19168.040; -19168.205; -30003.042; -7765.724; -7766.228; -7767.875; -9816.237.